A molecular structure, C19H43Cl3CsFLiN7NaO7. Source: the Open Molecules 2025 dataset; level of theory: ωB97M-V with the def2-TZVPD basis set.

Last column: Mulliken charge in e.
Atoms and positions in Å:
Cs -1.9036 3.6461 -1.7928  0.9174
Cl 2.5654 5.9405 5.6993  -0.2458
Cl 1.0964 3.7165 8.7109  -0.6390
Cl 3.6158 3.4084 6.6913  -0.1168
Na -3.4036 0.4494 4.0061  0.8575
F 2.2964 -1.3254 6.3288  -0.5462
O 3.3325 0.1684 7.4538  -0.4288
O 0.9345 1.4490 4.7587  -0.3939
O -5.6881 -2.9193 -2.0332  -0.6336
O 2.2264 -1.1241 1.2292  -0.4227
O -4.4867 -1.5522 -3.1807  -0.6425
O 4.8140 0.4195 5.8429  -0.5658
O -3.6360 -2.5721 -1.4881  -0.5640
N -5.9950 -0.3903 1.3176  -0.4877
N -4.0541 -1.2446 2.3098  -0.6914
N -5.0292 -1.8745 3.0666  -0.4687
N 0.3033 -1.3561 -5.7635  0.4388
N 4.4461 0.4876 7.0213  0.9123
N -4.5881 -0.4051 1.3294  1.0694
N -4.6036 -2.3479 -2.2340  0.9189
C -6.3148 -1.3563 2.4616  -0.2288
C 2.1579 4.3476 6.3488  0.1883
C -1.6059 2.0161 0.6623  -0.6023
C -2.2223 0.4971 0.5083  0.6213
C 0.9063 0.9595 -7.9756  -1.2002
C 1.6693 -0.7638 -6.1742  -0.6849
C 0.9377 -0.4270 1.3610  1.3051
C -0.5255 -1.7461 -6.9812  -1.0931
C 0.5578 -2.6439 -4.9399  -0.8024
C 5.4295 0.9998 8.0134  -0.8482
C 0.7038 -2.1556 -3.5177  -0.5809
C -0.3400 1.9867 1.7030  -0.4985
C -0.3234 -1.0509 -3.4061  0.2897
C 0.9955 1.1953 1.1312  -0.6149
C -0.4903 -0.4601 -4.8005  -0.7904
C -3.8443 0.4349 0.2772  -0.5047
C 1.9665 0.6270 4.8754  -0.2448
C 1.8574 -2.5715 1.3735  -0.7093
C 1.6963 0.6721 -6.7131  -0.4653
Li -0.1036 -2.6161 -0.2433  0.6322
H 1.4162 1.3930 -5.9388  0.2908
H -0.8714 -0.8481 -7.4888  0.3761
H -7.4036 -1.6612 2.7810  0.3308
H 2.3076 -0.7943 -5.2837  0.3364
H 1.0415 0.1724 -8.7235  0.3017
H 2.0690 -0.1667 4.1160  -0.0772
H 1.7104 -1.7633 -3.3382  0.2672
H -2.4780 2.6949 1.0909  0.5018
H -1.8349 -0.1290 1.4179  0.1744
H -0.0780 3.0867 2.0062  0.3396
H 2.0374 0.0330 5.8025  0.6558
H 2.9748 1.0736 4.8415  0.2181
H 0.5284 -2.9546 -2.7912  0.4262
H -0.3231 -3.2891 -5.0349  0.4483
H -4.3267 1.4992 0.1565  0.2968
H -1.2821 -1.4552 -3.0605  0.0958
H 1.5912 4.4751 7.2743  0.1051
H -1.3508 2.4274 -0.4141  0.0899
H 2.4716 -3.0013 2.2718  0.3137
H -0.0164 -0.2907 -2.6808  0.0126
H 0.2178 -0.8919 0.5323  -1.1831
H -1.7060 0.0359 -0.4631  -0.6685
H 1.9034 1.5928 1.7954  0.2743
H 1.2761 1.4950 0.0190  0.2521
H -1.4009 -2.3100 -6.6436  0.4752
H 1.2437 1.9026 -8.4195  0.4086
H 0.4833 -0.5949 2.4508  0.3121
H 5.5917 0.2131 8.7530  0.2944
H 1.4401 -3.1606 -5.3322  0.3395
H 0.7096 -2.6748 1.6863  0.3782
H -6.6593 0.1200 0.6911  0.2293
H -0.6830 1.3847 2.6661  0.0643
H -0.1577 1.0821 -7.7589  0.2866
H 5.0006 1.8934 8.4714  0.3180
H 6.3606 1.2406 7.4959  0.3061
H 1.5518 3.8091 5.6162  -0.0037
H -0.1269 0.5656 -4.8556  0.2055
H 2.7483 0.8973 -6.9363  0.4024
H 0.0910 -2.3640 -7.6382  0.3562
H -1.5433 -0.4756 -5.1031  0.3687
H -4.0158 -0.1423 -0.7521  0.0434
H 2.1007 -1.4534 -6.9104  0.4247
H 2.0403 -3.1857 0.3939  0.1765

Output
E_HOMO   -6.5 eV
Gap between HOMO and LUMO   1.86 eV
Max |F|   8.24 eV/Å
DFT total energy   -90582.983 eV
Total charge   +1

2 unconnected molecules or ions with the total composition C2H3IS. Source: the Open Molecules 2025 dataset; level of theory: ωB97M-V with the def2-TZVPD basis set.

Last column: Mulliken charge in e.
Atoms and positions in Å:
I -0.8960 1.6286 -1.6753  0.1987
S 0.3323 -2.0977 -2.0346  -0.1635
C 0.1684 0.1033 0.7849  -0.6702
C -0.4914 0.0011 -0.5066  -0.2470
H -0.6387 0.2605 1.5099  0.3074
H 0.8663 0.9388 0.8846  0.3389
H 0.6592 -0.8345 1.0372  0.2358

Output
E_HOMO (spin up / spin down)   -8.6 / -8.5 eV
Gap between HOMO and LUMO (spin up / spin down)   6.51 / 6.40 eV
Max |F|   2.41 eV/Å
Relative energy (zero: lowest compared OMol25 entry of this formula, charge and spin)   4.979 eV
DFT total energy   -21052.497 eV
Total charge   0

> Which of these has the lowest DFT total energy?

C19H43Cl3CsFLiN7NaO7